No. 1
Here is C23H36N7O6SeTi as an isolated structure from the OMol25 dataset. Energies are from ωB97M-V/def2-TZVPD.

Geometry (Å):
Ti 0.45 -1.03 1.87
N 0.22 0.94 1.00
C -1.16 1.19 1.50
C -1.69 2.60 1.17
C -3.16 2.76 0.79
C -4.20 2.37 1.87
N -3.74 1.55 2.98
C -3.55 0.17 2.76
N -3.04 -0.53 3.88
N -4.58 -0.50 2.07
C -1.94 -0.02 0.94
O -2.76 0.02 0.06
O -1.32 -1.17 1.30
H 0.88 1.61 1.41
H 0.25 1.03 -0.03
H -1.09 1.06 2.58
H -1.08 3.00 0.36
H -1.47 3.22 2.04
H -3.36 2.21 -0.12
H -3.30 3.82 0.56
H -5.02 1.82 1.41
H -4.65 3.27 2.30
H -2.99 1.97 3.50
H -2.39 0.03 4.41
H -2.51 -1.34 3.57
H -4.48 -0.37 1.06
H -4.52 -1.50 2.24
C 3.10 -3.13 -0.94
C 2.36 -2.58 0.23
N 1.31 -1.78 0.12
O 0.80 -1.64 -1.15
C 2.72 -2.85 1.58
C 4.02 -3.43 2.00
N 1.75 -2.50 2.42
O 2.09 -2.31 3.77
H 2.85 -2.56 -1.83
H 2.85 -4.17 -1.11
H 4.18 -3.07 -0.76
H 0.97 -0.68 -1.40
H 4.10 -4.48 1.71
H 4.13 -3.36 3.08
H 4.85 -2.89 1.53
O 0.01 -1.37 3.72
C 1.33 -1.11 4.07
C 1.58 -0.61 5.49
C 2.03 0.84 5.28
C 1.88 1.09 3.78
O 1.89 2.20 3.26
N 1.74 -0.08 3.14
H 2.33 -1.23 5.98
H 0.65 -0.69 6.05
H 3.07 1.00 5.55
H 1.43 1.57 5.84
C -0.82 -0.12 -7.82
C -0.25 0.23 -6.47
C 1.10 0.50 -6.31
C 1.65 0.82 -5.07
C 3.13 1.10 -4.98
C 0.83 0.86 -3.94
Se 1.59 1.29 -2.23
C -0.55 0.60 -4.09
C -1.48 0.65 -2.91
C -1.05 0.29 -5.34
H -0.09 0.02 -8.61
H -1.69 0.49 -8.05
H -1.15 -1.17 -7.85
H 1.76 0.47 -7.18
H 3.60 0.99 -5.96
H 3.61 0.42 -4.27
H 3.31 2.11 -4.60
H -1.33 1.57 -2.34
H -1.31 -0.17 -2.22
H -2.52 0.60 -3.24
H -2.12 0.09 -5.44

Its total charge is -1. As for the spin multiplicity: 3. The frontier orbital gap (alpha / beta) comes out at 5.8 / 5.7 eV. The energy above the lowest of the compared OMol25 structures with the same formula, charge and spin comes out at 297.5 kJ/mol. For the LUMO energy (alpha / beta), the calculation gives 2.4 / 1.7 eV. For the HOMO energy (alpha / beta), the calculation gives -3.33 / -3.97 eV.

Mulliken atomic charge list, values in e, 6 entries: -0.777, 0.188, 1.251, -1.558, -0.536, -1.016



No. 2
Here is a 6-piece molecular cluster, C23H37BN6OP overall from the OMol25 dataset. Energies are from ωB97M-V/def2-TZVPD.

Geometry (Å):
C -2.11 -0.88 2.01
N -1.25 -0.50 3.13
C -0.68 0.85 3.07
B 0.93 1.03 3.39
P 1.76 -0.18 4.66
C 2.57 0.89 5.95
O 0.59 -1.01 5.59
H -2.94 -1.49 2.35
H -2.48 -0.02 1.47
H -1.56 -1.52 1.30
H -0.53 -1.20 3.21
H -1.24 1.55 3.69
H -0.83 1.23 2.05
H 1.55 1.00 2.33
H 1.08 2.17 3.83
H 2.17 1.89 5.96
H 3.65 0.86 5.81
H 2.36 0.42 6.91
H 0.89 -1.93 5.59
N -2.56 2.34 -2.59
C -1.21 2.45 -2.41
C -0.99 2.71 -1.08
C -2.25 2.75 -0.44
C -3.20 2.51 -1.39
H -3.01 2.14 -3.47
H -0.52 2.34 -3.23
H -0.03 2.86 -0.61
H -2.44 2.92 0.61
H -4.27 2.44 -1.32
N 2.19 -1.68 0.85
C 2.83 -2.09 1.98
C 3.79 -2.99 1.60
C 3.72 -3.13 0.19
C 2.71 -2.31 -0.25
H 1.44 -1.01 0.83
H 2.53 -1.68 2.95
H 4.47 -3.50 2.27
H 4.33 -3.77 -0.43
H 2.34 -2.11 -1.24
N -5.59 4.83 -1.83
C -6.21 4.88 -0.61
C -7.09 5.92 -0.62
C -7.01 6.53 -1.90
C -6.07 5.83 -2.62
H -4.89 4.16 -2.10
H -5.96 4.16 0.16
H -7.72 6.22 0.20
H -7.56 7.39 -2.25
H -5.72 5.96 -3.63
N 1.96 2.14 -4.20
C 2.52 1.87 -2.98
C 3.50 0.93 -3.17
C 3.54 0.63 -4.56
C 2.58 1.39 -5.17
H 1.22 2.79 -4.36
H 2.17 2.35 -2.09
H 4.12 0.51 -2.39
H 4.20 -0.06 -5.05
H 2.29 1.47 -6.20
N 2.97 -7.89 -0.29
C 2.19 -8.58 -1.17
C 1.38 -7.68 -1.81
C 1.69 -6.39 -1.29
C 2.67 -6.55 -0.36
H 3.65 -8.30 0.32
H 2.27 -9.65 -1.26
H 0.65 -7.92 -2.57
H 1.25 -5.45 -1.58
H 3.19 -5.84 0.26

Its total charge is -1. The frontier orbital gap comes out at 5.5 eV. For the LUMO energy, the calculation gives 2.1 eV. For the HOMO energy, the calculation gives -3.42 eV.

natural (NBO) atomic charge list, values in e, 6 entries: -0.406, -0.639, -0.414, -0.520, 0.764, -0.945



No. 3
Here is a 2-piece molecular cluster, C23H37FO3 overall from the OMol25 dataset. Energies are from ωB97M-V/def2-TZVPD.

Geometry (Å):
C 1.84 -2.32 1.88
C 1.90 -2.87 0.45
C 1.70 -1.81 -0.63
C 3.01 -1.21 -1.16
C 3.60 -0.18 -0.20
C 4.61 0.76 -0.86
C 5.01 1.90 0.07
C 4.07 3.13 0.21
C 3.14 3.49 -0.96
C 1.72 2.91 -1.05
C 0.92 2.99 0.25
C -0.61 3.10 0.03
C -1.49 2.16 0.86
C -2.89 1.94 0.24
C -3.03 0.72 -0.62
C -2.18 0.57 -1.91
O -3.06 1.00 -2.95
C -4.28 0.57 -2.52
O -5.17 0.14 -3.24
O -4.36 0.72 -1.18
H 1.12 -1.50 1.95
H 1.51 -3.09 2.58
H 2.80 -1.94 2.22
H 2.87 -3.35 0.31
H 1.13 -3.64 0.35
H 1.12 -2.21 -1.46
H 1.12 -1.00 -0.19
H 3.73 -2.02 -1.26
H 2.88 -0.79 -2.16
H 2.81 0.39 0.30
H 4.15 -0.71 0.57
H 4.25 1.11 -1.83
H 5.50 0.16 -1.07
H 6.01 2.25 -0.17
H 5.10 1.43 1.06
H 3.51 3.05 1.14
H 4.72 3.99 0.33
H 3.00 4.58 -0.91
H 3.67 3.32 -1.90
H 1.19 3.52 -1.80
H 1.72 1.90 -1.45
H 1.16 2.14 0.89
H 1.27 3.87 0.80
H -0.82 2.93 -1.03
H -0.90 4.13 0.27
H -0.99 1.21 1.01
H -1.64 2.61 1.84
H -3.63 1.83 1.04
H -3.18 2.81 -0.34
H -2.89 -0.21 -0.07
H -1.21 1.05 -1.93
H -2.00 -0.50 -2.06
F -2.28 -3.82 2.92
C -3.37 -3.79 2.13
C -3.57 -2.69 1.31
C -4.70 -2.66 0.51
C -5.61 -3.72 0.54
C -5.38 -4.80 1.37
C -4.26 -4.85 2.18
H -2.85 -1.89 1.31
H -4.88 -1.82 -0.15
H -6.49 -3.69 -0.09
H -6.09 -5.62 1.40
H -4.06 -5.68 2.84

The frontier orbital gap comes out at 10.1 eV. For the LUMO energy, the calculation gives 0.7 eV. For the HOMO energy, the calculation gives -9.43 eV.

natural (NBO) atomic charge list, values in e, 6 entries: -0.606, -0.401, -0.391, -0.398, -0.387, -0.399